This record from the OMol25 dataset describes a structure of composition C42H42AsF4GeN4O3Re at a distorted geometry. The level of theory is the ωB97M-V functional and the def2-TZVPD basis.

XYZ file:
```
98
Properties=species:S:1:pos:R:3:forces:R:3
Re -0.989 0.074 -1.003 0.85 -2.08 -3.75
C -3.179 -3.399 -2.965 0.25 0.43 -0.18
C -3.121 -2.678 -1.629 -0.37 -0.70 0.04
C -2.306 -3.439 -0.622 0.08 0.35 -0.20
C -4.508 -2.356 -1.112 0.12 0.32 0.06
O -2.422 -1.345 -1.871 0.67 0.75 0.96
Ge -2.574 -0.319 -3.401 -0.53 0.57 0.19
O -2.430 1.086 -1.908 -0.77 0.08 -0.17
C -3.435 2.241 -1.888 -0.23 0.64 -0.12
C -2.696 3.556 -1.840 0.21 -0.13 -0.31
C -4.233 2.112 -3.169 0.27 -0.31 -0.15
C -4.324 2.042 -0.679 0.10 -0.47 0.11
O -0.082 0.162 -2.582 -0.69 0.36 2.75
C 1.268 -0.234 -3.173 1.38 -0.89 -0.82
C 2.379 0.229 -2.256 -0.41 0.22 0.42
C 1.276 -1.750 -3.325 -0.61 0.06 0.37
C 1.329 0.447 -4.523 -0.54 0.36 0.13
H -3.639 -4.378 -2.842 -0.03 0.00 0.05
H -2.179 -3.544 -3.382 -0.03 -0.06 0.00
H -3.795 -2.850 -3.687 -0.05 -0.07 -0.03
H -2.793 -4.390 -0.405 0.01 0.08 -0.02
H -2.235 -2.882 0.320 -0.10 -0.09 -0.19
H -1.304 -3.652 -1.011 -0.21 0.00 0.02
H -5.088 -3.276 -1.032 0.02 0.00 0.00
H -5.036 -1.688 -1.795 -0.09 -0.03 -0.03
H -4.471 -1.892 -0.123 -0.01 -0.02 -0.04
H -2.109 3.716 -2.749 -0.04 0.02 0.08
H -2.042 3.606 -0.978 0.10 0.05 0.18
H -3.421 4.369 -1.758 0.03 -0.05 0.00
H -3.589 2.180 -4.051 -0.06 0.09 -0.04
H -4.957 2.923 -3.238 -0.04 -0.03 0.00
H -4.804 1.172 -3.194 -0.08 0.05 0.00
H -3.744 2.102 0.242 -0.04 0.05 0.05
H -4.834 1.073 -0.723 0.02 0.15 0.04
H -5.085 2.826 -0.652 0.10 -0.07 -0.06
H 2.258 -0.195 -1.255 0.13 -0.03 -0.03
H 2.412 1.315 -2.181 0.02 0.06 -0.01
H 3.331 -0.108 -2.668 -0.07 -0.04 -0.01
H 1.223 -2.239 -2.346 0.05 -0.02 -0.16
H 2.197 -2.060 -3.818 -0.03 0.09 0.02
H 0.436 -2.086 -3.939 0.10 -0.04 -0.01
H 1.337 1.533 -4.417 0.05 -0.04 -0.05
H 0.483 0.158 -5.148 0.05 -0.03 -0.09
H 2.244 0.142 -5.031 0.02 -0.02 0.04
C -3.567 3.542 3.283 0.15 0.00 -0.10
C -2.788 4.389 2.498 -0.10 -0.02 0.09
C -1.774 3.878 1.699 -0.26 0.04 0.13
C -1.548 2.509 1.705 -0.10 -0.45 -0.27
C -2.343 1.644 2.464 -0.03 0.15 -0.10
C -3.352 2.166 3.255 -0.06 0.05 0.05
As -0.108 1.788 0.645 0.31 0.48 1.18
C 1.097 1.039 1.970 -0.03 -0.42 -0.28
C 0.632 0.056 2.848 0.10 0.06 0.09
C 1.458 -0.420 3.858 -0.04 0.03 -0.05
C 2.753 0.078 3.986 0.00 0.00 0.00
C 3.229 1.016 3.080 0.04 0.01 -0.01
C 2.405 1.494 2.063 0.11 -0.14 0.03
C 0.782 3.280 -0.167 -0.09 -0.14 -0.28
C 0.796 3.460 -1.545 0.04 0.00 0.04
C 1.413 4.580 -2.078 0.01 0.05 -0.13
C 2.014 5.506 -1.235 0.00 0.04 0.00
C 1.991 5.323 0.143 0.03 0.06 0.02
C 1.367 4.212 0.689 -0.01 0.05 -0.18
H -4.336 3.954 3.921 -0.06 0.02 -0.02
H -2.963 5.458 2.507 -0.01 -0.02 0.06
H -1.181 4.550 1.100 0.08 0.07 -0.07
H -2.196 0.572 2.448 0.04 -0.06 0.01
H -3.967 1.503 3.853 0.04 0.07 -0.02
H -0.379 -0.322 2.784 -0.05 -0.02 0.02
H 1.077 -1.150 4.567 0.03 0.10 -0.07
H 3.381 -0.253 4.809 -0.05 0.03 -0.12
H 4.241 1.398 3.165 -0.09 -0.02 0.02
H 2.795 2.219 1.365 0.05 0.06 -0.04
H 0.317 2.743 -2.198 -0.03 -0.01 -0.10
H 1.421 4.739 -3.151 0.01 -0.02 0.09
H 2.491 6.383 -1.653 0.01 -0.03 0.01
H 2.455 6.052 0.797 -0.05 -0.04 -0.04
H 1.325 4.093 1.758 0.02 -0.02 0.25
F 3.273 -1.752 0.736 -0.13 0.68 -0.41
C 3.412 -2.824 1.485 -0.25 -0.29 0.17
C 4.643 -3.137 1.976 -0.20 -0.37 0.17
F 5.634 -2.346 1.718 0.54 0.39 -0.16
C 4.840 -4.313 2.765 0.46 -0.02 0.16
C 3.687 -5.106 3.022 -0.06 0.31 -0.23
C 2.452 -4.758 2.530 0.03 0.26 -0.14
F 1.436 -5.522 2.829 -0.29 -0.25 0.09
C 2.279 -3.613 1.737 -0.32 0.03 0.13
C 0.972 -3.290 1.174 -0.07 1.06 -0.74
C 0.617 -2.156 0.466 0.49 -1.59 1.48
N 0.010 -1.311 -0.094 -0.09 1.33 -0.41
C -0.141 -4.177 1.285 -1.15 -1.17 0.13
N -1.111 -4.811 1.357 1.50 0.64 0.21
F 3.774 -6.176 3.732 0.11 -0.58 0.41
C 6.104 -4.673 3.265 -0.17 0.08 -0.09
C 7.275 -3.913 3.011 0.85 0.48 -0.21
N 8.259 -3.331 2.807 -0.89 -0.53 0.21
C 6.325 -5.823 4.059 0.29 -1.02 0.71
N 6.575 -6.751 4.717 -0.28 1.03 -0.73
```
Forces are in eV/Å.

Properties
- net charge = +4
- relative energy (zero: lowest compared OMol25 entry of this formula, charge and spin) (eV) = 2.4716
- HOMO-LUMO gap (alpha / beta) (eV) = 4.49 / 4.48
- F_max (eV Å⁻¹) = 4.37
- HOMO energy (alpha / beta) (eV) = -18.8 / -18.8

These are the Mulliken partial charges, in e, on atoms 1 to 8: atom 1 (Re): 1.47, atom 2 (C): -1.66, atom 3 (C): 0.93, atom 4 (C): -1.60, atom 5 (C): -1.62, atom 6 (O): 0.17, atom 7 (Ge): 0.21, atom 8 (O): 0.46

=====

This record from the OMol25 dataset describes a structure of composition C3H5F at a distorted geometry. The level of theory is the ωB97M-V functional and the def2-TZVPD basis.

XYZ file:
```
9
Properties=species:S:1:pos:R:3:forces:R:3
C 1.585 -1.761 0.679 0.41 1.97 -0.76
C 1.770 -0.658 0.208 0.11 -0.76 -0.05
C -1.345 0.874 -0.302 4.86 0.05 1.38
F 2.023 0.426 -0.396 0.58 0.33 0.10
H 0.714 -2.300 0.824 -0.79 -1.60 0.73
H -0.296 -0.018 -0.091 -4.11 2.37 -0.10
H -0.929 1.158 -1.364 -1.82 -0.06 2.02
H -2.385 0.537 -0.099 1.06 -0.24 -0.83
H -1.137 1.742 0.542 -0.30 -2.06 -2.49
```
Forces are in eV/Å.

Properties
- relative energy (zero: lowest compared OMol25 entry of this formula, charge and spin) (eV) = 4.3097
- HOMO-LUMO gap (eV) = 11.20
- F_max (eV Å⁻¹) = 5.05
- HOMO energy (eV) = -10.5

These are the Mulliken partial charges, in e, on atoms 1 to 8: atom 1 (C): -0.23, atom 2 (C): 0.18, atom 3 (C): -0.65, atom 4 (F): -0.20, atom 5 (H): 0.31, atom 6 (H): -0.11, atom 7 (H): 0.22, atom 8 (H): 0.29

=====

This record from the OMol25 dataset describes the ion C5H8N7 with charge +1 at a distorted geometry. The level of theory is the ωB97M-V functional and the def2-TZVPD basis.

XYZ file:
```
20
Properties=species:S:1:pos:R:3:forces:R:3
C -0.963 1.558 -0.468 5.02 -0.73 -0.07
N 0.325 1.726 -0.767 -4.23 1.63 -0.40
N 1.277 0.810 -0.596 -0.11 -1.59 0.13
C 1.053 -0.449 -0.183 2.10 1.68 0.77
N 2.083 -0.683 0.801 -1.03 -3.99 1.11
N 2.914 0.191 0.838 0.77 0.98 0.19
C 2.560 1.220 -0.051 0.84 1.84 0.31
N 0.631 -1.521 -0.797 -1.68 -2.28 -0.84
N -0.264 -2.345 -0.728 1.68 1.44 -0.11
C -1.416 -1.927 0.133 -1.71 -1.54 -0.30
N -1.340 -0.661 0.700 1.30 -0.98 1.06
C -1.848 0.531 0.114 0.15 -0.66 -1.53
H -1.483 2.400 -0.729 -1.25 2.22 -0.57
H 2.503 2.129 0.535 -0.65 0.33 0.34
H 3.449 1.489 -0.638 -0.58 -0.61 -1.02
H -2.256 -2.327 -0.529 0.49 1.65 0.63
H -1.517 -2.651 0.940 0.66 -0.43 0.01
H -0.753 -0.734 1.547 -1.02 1.04 -0.45
H -2.606 1.040 0.684 -0.26 0.11 0.58
H -2.351 0.204 -0.806 -0.51 -0.12 0.15
```
Forces are in eV/Å.

Properties
- net charge = +1
- relative energy (zero: lowest compared OMol25 entry of this formula, charge and spin) (eV) = 2.1664
- SMILES = C1=N\[N+]2=C(N=NC2)/N=N\CNC/1
- HOMO-LUMO gap (alpha / beta) (eV) = 8.16 / 8.16
- F_max (eV Å⁻¹) = 5.08
- HOMO energy (alpha / beta) (eV) = -13.7 / -13.7

These are the Mulliken partial charges, in e, on atoms 1 to 8: atom 1 (C): -0.17, atom 2 (N): -0.84, atom 3 (N): 0.61, atom 4 (C): 0.34, atom 5 (N): -0.13, atom 6 (N): -0.22, atom 7 (C): -0.33, atom 8 (N): 0.40

=====

This record from the OMol25 dataset describes a cluster of 16 separate species, C8H48O20 in total at a distorted geometry. The level of theory is the ωB97M-V functional and the def2-TZVPD basis.

XYZ file:
```
76
Properties=species:S:1:pos:R:3:forces:R:3
O 2.493 2.639 2.612 0.04 0.20 -0.73
H 2.205 2.222 3.424 -0.20 0.09 0.77
H 3.426 2.807 2.747 0.23 -0.12 0.10
O 2.055 4.379 0.594 -0.12 0.49 -0.64
H 2.893 4.451 0.137 0.14 0.10 -0.22
H 2.253 3.865 1.377 -0.25 -0.45 0.53
O -3.195 -2.735 2.769 -0.44 -0.13 0.04
H -2.722 -3.558 2.889 0.07 -0.18 -0.02
H -2.520 -2.059 2.827 0.49 0.40 -0.07
O 1.231 -1.421 -4.183 -0.36 -0.23 -0.38
H 1.232 -1.059 -3.296 0.24 0.42 0.37
H 2.010 -1.977 -4.216 0.13 -0.15 -0.06
O 3.307 -2.531 1.734 -0.04 0.20 0.26
H 3.951 -3.184 1.459 0.30 -0.07 -0.17
H 2.477 -2.847 1.377 -0.36 -0.03 -0.09
O 5.044 -1.406 -1.212 0.32 -0.53 0.18
H 4.753 -0.501 -1.318 -0.34 0.33 -0.02
H 4.603 -1.884 -1.915 -0.06 -0.14 -0.18
O 0.338 -0.222 0.496 0.15 -0.30 0.67
H 1.105 0.293 0.749 0.70 0.21 -0.08
H 0.034 0.184 -0.315 -0.55 0.25 -0.66
O 3.503 0.256 1.028 -0.34 0.37 -0.48
H 3.391 -0.681 1.187 0.09 -0.82 -0.21
H 3.728 0.620 1.885 -0.18 0.47 0.30
O 4.377 1.384 -1.320 0.47 0.43 -0.55
H 5.319 1.317 -1.162 0.35 0.18 -0.08
H 3.982 1.318 -0.451 -0.29 -0.32 1.05
O 4.844 1.133 3.147 0.31 0.13 0.19
H 5.275 0.279 3.107 0.26 -0.31 -0.08
H 5.069 1.475 4.012 -0.07 0.14 0.36
O 1.468 -5.140 -2.269 0.31 -0.04 -0.01
H 0.674 -5.648 -2.437 -0.21 -0.13 -0.10
H 1.200 -4.482 -1.628 -0.11 0.22 0.11
O 2.049 2.122 5.282 0.42 0.27 -0.22
H 1.579 1.307 5.461 -0.31 -0.72 0.40
H 1.538 2.797 5.730 -0.11 0.26 0.03
C -0.202 -0.270 3.912 -1.08 2.04 1.62
C -0.003 -1.106 5.167 0.23 -0.12 -0.44
O 0.662 -0.227 6.130 -0.34 -0.66 -1.14
O -0.774 -0.884 2.833 -0.20 -1.76 -0.39
H 0.689 0.278 3.604 0.47 -0.23 0.32
H -0.945 0.482 4.180 0.25 0.74 0.59
H 0.512 -2.004 4.826 0.98 -0.01 0.60
H -0.950 -1.509 5.528 -0.22 0.51 0.27
H 0.750 -0.593 7.013 -0.18 -0.38 -0.15
H -0.346 -0.457 2.088 -0.28 -0.36 -1.37
C 1.198 1.735 -2.274 0.59 1.67 -0.99
C -0.286 1.596 -2.767 1.22 -0.90 1.59
O -1.143 1.080 -1.721 0.70 -0.18 -0.73
O 2.045 0.616 -2.237 -1.52 -1.84 -0.27
H 1.374 2.281 -1.347 -1.07 0.13 0.47
H 1.657 2.415 -2.992 -0.12 0.35 -0.50
H -0.329 0.899 -3.604 0.06 -0.08 0.05
H -0.630 2.566 -3.127 0.05 0.08 0.18
H -1.487 1.821 -1.217 -0.31 0.23 0.02
H 2.928 0.862 -1.953 0.09 0.26 -0.21
C -3.522 1.463 0.575 -1.59 -0.69 0.27
C -4.126 0.163 -0.019 0.85 0.83 0.31
O -5.499 0.388 -0.387 0.65 -0.33 0.44
O -3.301 2.290 -0.577 -0.01 0.72 0.80
H -2.729 1.415 1.322 0.83 -0.45 -0.81
H -4.285 1.967 1.168 -0.42 -0.18 0.10
H -3.994 -0.708 0.623 -0.59 0.06 0.08
H -3.502 0.027 -0.902 -0.14 -0.45 -0.18
H -5.492 0.886 -1.208 0.04 -0.05 -0.10
H -4.061 2.867 -0.471 0.33 0.59 -0.77
C -5.699 -1.286 -5.369 -1.02 -0.95 -1.64
C -4.251 -1.009 -5.009 0.43 -1.09 -0.70
O -3.716 -1.916 -4.012 -1.18 0.71 -0.34
O -6.014 -2.576 -6.000 0.73 -0.81 1.67
H -6.115 -0.761 -6.229 0.89 2.02 0.71
H -6.300 -1.039 -4.494 -0.38 -0.70 0.06
H -4.260 0.039 -4.710 0.34 0.12 0.31
H -3.635 -1.138 -5.899 0.04 0.28 -0.19
H -2.787 -1.712 -3.882 0.07 0.13 -0.08
H -6.398 -2.454 -6.872 0.13 0.30 0.23
```
Forces are in eV/Å.

Properties
- relative energy (zero: lowest compared OMol25 entry of this formula, charge and spin) (eV) = 0.0000
- HOMO-LUMO gap (eV) = 9.54
- F_max (eV Å⁻¹) = 2.82
- HOMO energy (eV) = -9.7

These are the Mulliken partial charges, in e, on atoms 1 to 8: atom 1 (O): -0.77, atom 2 (H): 0.39, atom 3 (H): 0.25, atom 4 (O): -0.62, atom 5 (H): 0.28, atom 6 (H): 0.44, atom 7 (O): -0.65, atom 8 (H): 0.29

=====

Q: Which of these has the lowest F_max?
A: C8H48O20

=====

Q: Look up the F_max of the fourth one.
A: 2.82 eV Å⁻¹